No. 1
71
Properties=species:S:1:pos:R:3 method="wB97M-V/def2-TZVPD" spin_multiplicity=5 total_charge=+1 e_homo_ha="-0.3799 / -0.4202"
Rh -17.32988 -5.19751 0.70561
O -17.18215 -3.31746 4.50087
C -17.21308 -3.58032 3.34220
N -17.13713 -4.76936 2.68784
C -16.84987 -5.96986 3.56681
C -16.37691 -7.20177 2.73909
C -15.70996 -8.19930 3.40967
C -15.24817 -9.29999 2.74651
C -15.47833 -9.37136 1.37542
C -16.26692 -8.45373 0.78470
N -16.64032 -7.29630 1.42693
C -17.40131 -2.47195 2.25626
C -17.32070 -1.13019 2.59670
C -17.49958 -0.16640 1.63248
C -17.77852 -0.61324 0.31000
C -17.88849 -1.95887 0.08128
N -17.66122 -2.85328 1.00356
H -17.71480 -6.29411 4.18512
H -16.09893 -5.66214 4.33473
H -15.75461 -8.15869 4.46372
H -14.68723 -10.09675 3.18650
H -15.14366 -10.29044 0.85199
H -16.58842 -8.55405 -0.21109
H -17.03976 -0.91028 3.65278
H -17.42865 0.87541 1.85090
H -17.68835 0.09985 -0.51270
H -18.03895 -2.36325 -0.95833
C -19.15307 -7.38957 -1.50622
As -19.48284 -5.69096 -0.58618
C -21.37016 -5.47833 -0.16337
C -19.14950 -4.63968 -2.23035
C -20.21857 -4.13341 -2.94963
C -20.06085 -3.31388 -4.06924
C -18.78146 -2.94863 -4.47057
C -17.68062 -3.48588 -3.77305
C -17.86245 -4.33721 -2.67707
As -16.33265 -4.81962 -1.63823
C -15.46981 -6.18085 -2.76576
C -15.11741 -3.27433 -1.97729
H -19.69754 -7.55883 -2.44261
H -19.16352 -8.23316 -0.84024
H -18.10654 -7.27887 -1.94117
H -22.03143 -5.98403 -0.85220
H -21.46980 -4.39705 -0.13100
H -21.50895 -5.90935 0.78276
H -21.20173 -4.43911 -2.70486
H -20.90710 -2.91498 -4.54377
H -18.60289 -2.30486 -5.31998
H -16.69746 -3.17574 -4.16324
H -15.46639 -5.88393 -3.82801
H -15.97670 -7.09971 -2.75884
H -14.40708 -6.43360 -2.44275
H -15.09891 -2.77869 -2.96929
H -14.05029 -3.58643 -1.82057
H -15.36745 -2.45497 -1.32645
C -12.72495 -4.14718 3.93522
Si -12.44717 -4.74712 2.15791
C -13.67096 -3.90434 1.04608
C -10.75244 -4.38813 1.45421
C -12.78242 -6.65107 2.06696
H -12.25757 -3.15863 4.09099
H -12.11243 -4.71824 4.60382
H -13.73782 -4.24949 4.24141
H -13.61522 -2.83381 0.95204
H -14.71379 -4.15376 1.40836
H -13.51039 -4.35690 0.07469
H -10.75584 -3.27641 1.42716
H -10.65793 -4.76241 0.49526
H -9.83831 -4.69502 2.04574
H -13.05307 -6.98031 3.02526
H -12.69439 -7.47947 1.31775

=====

No. 2
58
Properties=species:S:1:pos:R:3 method="wB97M-V/def2-TZVPD" spin_multiplicity=1 total_charge=+3 e_homo_ha=-0.5984 de_lowest_ev=1.643
Hf -0.10715 1.55228 -1.76933
F -0.30332 0.02471 -0.18175
C -1.73518 3.38097 0.85234
O -1.07828 2.81864 -0.07385
N -2.80870 2.72024 1.35305
N -1.38629 4.45425 1.54339
H -3.08359 1.79788 1.08566
H -3.39226 3.27099 1.96143
H -2.03879 4.78198 2.23777
H -0.64136 5.08687 1.29692
C 2.39714 -0.69524 -2.86892
O 1.69736 0.15840 -2.20800
N 2.25564 -0.76852 -4.18848
N 3.17831 -1.59417 -2.27990
H 1.73431 -0.10027 -4.72058
H 2.86081 -1.43163 -4.64816
H 3.63762 -2.26854 -2.86695
H 3.37855 -1.47697 -1.28505
C 2.57778 2.14186 0.53145
O 1.68053 2.07329 -0.35358
N 2.81210 3.21468 1.30506
N 3.26287 1.04148 0.90572
H 2.17383 3.98595 1.19129
H 3.68270 3.37041 1.78434
H 3.61168 1.09780 1.84659
H 2.81205 0.19463 0.55205
C -3.59631 1.52615 -2.07289
O -2.38714 1.34579 -1.74483
N -4.60335 1.04347 -1.33267
N -4.00238 2.25424 -3.13323
H -5.53010 1.26921 -1.64864
H -4.36504 0.55144 -0.49049
H -4.95707 2.54750 -3.24795
H -3.28953 2.54587 -3.77968
C 2.57812 -2.78074 0.51398
O 3.16567 -1.70620 0.24861
N 3.23207 -3.95700 0.58124
N 1.24320 -2.86801 0.63224
H 4.19639 -3.94802 0.29430
H 2.79346 -4.69243 1.10433
H 0.71024 -2.11546 0.23141
H 0.86748 -3.67770 1.09004
C -1.84470 -3.67800 -1.14326
O -0.90092 -3.48206 -1.92187
N -2.39693 -4.90289 -0.94771
N -1.99609 -2.78550 -0.11481
H -2.01510 -5.66772 -1.47525
H -2.91517 -4.99289 -0.09432
H -1.32391 -2.06242 -0.30810
H -2.78775 -2.71446 0.49822
C 0.38726 0.86719 3.83488
O 0.57929 1.71803 4.67866
N 1.03454 -0.33440 3.79695
N -0.45549 1.00652 2.75652
H 1.69775 -0.52559 4.53112
H 1.18893 -0.81778 2.92984
H -0.55418 0.31694 2.03691
H -0.93161 1.88493 2.69392

=====

No. 3
9
Properties=species:S:1:pos:R:3 method="wB97M-V/def2-TZVPD" spin_multiplicity=1 total_charge=0 e_homo_ha=-0.3922 de_lowest_ev=0.881
O 1.43243 0.65571 1.05064
C 0.34732 0.06683 0.48551
N -0.66851 -0.48564 1.20125
N -1.52507 -1.24475 0.45440
N -1.38835 -1.26139 -0.95586
N -0.67246 -0.25859 -1.62948
C 0.18145 0.38768 -0.95256
Cl 1.02814 1.84342 -1.56345
H 1.26505 0.29673 1.90955